Entry 1:
C3H8N2O2 | ωB97M-V/def2-TZVPD

Last column: Löwdin charge in e.
Geometry (Å):
C 2.9297 -0.3687 -0.4734  -0.12
C -2.8277 0.4399 0.1716  -0.10
N 0.1707 -0.2773 -0.2830  0.16
N -1.4469 0.6875 -0.1961  -0.04
C -0.3101 0.2817 0.8249  -0.54
O 1.9104 -0.8634 0.3944  -0.18
O -0.3300 0.0718 1.9999  0.11
H 1.1914 -1.4427 -0.1025  0.12
H -1.3063 0.9780 -1.1546  0.11
H 3.0461 -0.9954 -1.3567  0.08
H 2.7158 0.6569 -0.7854  0.08
H 3.8426 -0.3531 0.1204  0.08
H -3.0603 -0.6163 0.3373  0.09
H -3.0246 0.9728 1.0992  0.08
H -3.5008 0.8282 -0.5960  0.08

Forces on atoms 1 to 2 (eV/Å):
C -0.2 0.0 0.1
C -0.1 -0.4 0.3

Values from the calculation:
Kohn-Sham gap = 9.9 eV
E = -10310.9877 eV
Largest force on an atom = 4.1 eV Å⁻¹
HOMO level = -9.4 eV
Molecular weight = 104.11 g/mol
E_LUMO = 0.54 eV

---

Entry 2:
C28H45NO10S3 | ωB97M-V/def2-TZVPD

Last column: Löwdin charge in e.
Geometry (Å):
C -2.5101 -2.1602 5.2608  -0.08
C -1.9839 -2.1829 3.7846  -0.18
C -2.6512 -3.2934 2.9580  -0.09
C -3.7981 -3.1219 2.2802  -0.10
C -4.5511 -1.7731 2.2227  -0.11
C -4.3314 -1.2053 0.7653  -0.16
C -3.1648 -0.1591 0.7322  -0.17
C -1.7908 -0.8283 0.3334  -0.18
C -0.8985 0.0695 -0.5686  -0.15
C -1.0300 -0.1991 -2.1109  -0.21
O -1.7010 -1.4068 -2.4580  -0.21
C -0.8145 -2.5208 -2.4173  -0.11
C -4.3958 -4.2734 1.4900  -0.27
O -5.5585 -4.4400 1.3266  0.17
C -3.4049 -5.3133 0.9204  -0.14
O -3.7953 -5.9692 -0.2501  0.11
C -2.7674 -6.3536 -0.9745  -0.33
N -1.9247 -6.8864 -1.4926  0.20
C -2.2914 -5.5170 1.6028  0.10
C -2.0515 -4.7125 2.8915  -0.31
O -1.4618 -5.1672 3.8178  0.13
H -3.6170 -2.0818 5.3017  0.08
H -2.1755 -3.0973 5.7426  0.08
H -2.0935 -1.2675 5.7706  0.08
H -0.8779 -2.2931 3.7988  0.12
H -2.1717 -1.2148 3.2797  0.08
H -4.2009 -1.0716 3.0012  0.10
H -5.6236 -2.0074 2.3843  0.12
H -4.1026 -2.0304 0.0591  0.11
H -5.2690 -0.7065 0.4513  0.11
H -3.1142 0.3025 1.7437  0.10
H -3.3877 0.6476 0.0053  0.11
H -1.2372 -0.9421 1.2962  0.09
H -1.9535 -1.8535 -0.0418  0.09
H -1.2242 1.1199 -0.3977  0.11
H 0.1543 0.0036 -0.2307  0.06
H -1.5171 0.6648 -2.6084  0.08
H 0.0059 -0.2290 -2.5311  0.11
H -1.3402 -3.3684 -2.9014  0.09
H -0.6190 -2.8222 -1.3590  0.08
H 0.1702 -2.3156 -2.8850  0.09
H -1.5443 -6.2574 1.2787  0.14
O 2.0617 -2.0712 0.2982  -0.32
S 2.4799 -0.9607 1.1179  0.66
O 1.5561 0.0600 1.5532  -0.33
C 3.3481 -1.6005 2.5430  -0.23
C 4.8004 -1.6961 2.0878  -0.21
C 5.0782 -0.4058 1.3093  -0.22
C 3.9025 -0.1851 0.3511  -0.21
H 2.9231 -2.5595 2.8344  0.11
H 3.2359 -0.8778 3.3523  0.11
H 5.4776 -1.8122 2.9340  0.12
H 4.9302 -2.5597 1.4301  0.12
H 5.1465 0.4314 2.0059  0.09
H 6.0212 -0.4563 0.7676  0.12
H 3.6968 0.8734 0.2008  0.10
H 4.0720 -0.6695 -0.6098  0.11
O 7.0504 2.0177 1.4124  -0.32
S 6.4765 3.1062 0.6596  0.66
O 6.2758 3.0279 -0.7652  -0.32
C 4.9387 3.5860 1.4366  -0.23
C 5.3482 4.6295 2.4700  -0.22
C 6.3774 5.5255 1.7721  -0.21
C 7.3734 4.6086 1.0535  -0.22
H 4.4566 2.7131 1.8738  0.10
H 4.3001 4.0223 0.6676  0.11
H 4.4893 5.1993 2.8242  0.12
H 5.8088 4.1408 3.3327  0.12
H 5.8700 6.1614 1.0423  0.12
H 6.8867 6.1811 2.4786  0.11
H 7.7439 5.0563 0.1334  0.10
H 8.2093 4.3408 1.6989  0.11
O -2.2652 2.5010 -3.5402  -0.32
S -2.2669 3.5081 -4.5724  0.67
O -1.4321 4.6803 -4.4961  -0.32
C -2.0032 2.7054 -6.1470  -0.23
C -3.4043 2.3387 -6.6231  -0.22
C -4.2814 3.5577 -6.3163  -0.22
C -3.9623 4.0041 -4.8854  -0.22
H -1.3525 1.8427 -6.0171  0.11
H -1.5372 3.4307 -6.8151  0.11
H -3.4135 2.0900 -7.6844  0.12
H -3.7718 1.4707 -6.0694  0.12
H -4.0423 4.3632 -7.0153  0.12
H -5.3417 3.3308 -6.4296  0.11
H -4.0469 5.0827 -4.7692  0.10
H -4.5986 3.5015 -4.1578  0.10

Forces on atoms 1 to 2 (eV/Å):
C 0.2 0.2 -0.6
C -0.2 -0.3 0.2

Values from the calculation:
Kohn-Sham gap = 8.5 eV
E = -84232.0733 eV
Largest force on an atom = 4.3 eV Å⁻¹
HOMO level = -9.1 eV
Molecular weight = 651.87 g/mol
E_LUMO = -0.63 eV
SMILES = CCC1=C(CCCCCCOC)C(=O)C(OC#N)=CC1=O.O=S1(=O)CCCC1.O=S1(=O)CCCC1.O=S1(=O)CCCC1

---

Entry 3:
C5H3NO | ωB97M-V/def2-TZVPD

Last column: Löwdin charge in e.
Geometry (Å):
C -0.4822 -2.3210 -0.9363  0.13
C -0.2605 -1.2059 -0.5479  -0.10
C 0.0012 0.0849 -0.0420  -0.26
C -0.4995 0.6340 1.1717  -0.08
N 0.0848 1.7774 1.4657  0.08
O 0.9395 2.0327 0.3876  -0.04
C 0.8560 1.0303 -0.5028  -0.05
H -0.6848 -3.2969 -1.2984  0.03
H -1.3299 0.2121 1.7671  0.14
H 1.3755 1.0526 -1.4647  0.15

Forces on atoms 1 to 2 (eV/Å):
C 0.1 0.4 0.1
C -0.3 -0.6 -0.4

Values from the calculation:
Kohn-Sham gap = 10.4 eV
E = -8767.5154 eV
Largest force on an atom = 1.3 eV Å⁻¹
HOMO level = -9.5 eV
Molecular weight = 93.08 g/mol
E_LUMO = 0.90 eV
SMILES = C#Cc1cnoc1

---

What is the HOMO level in the second record?
-9.1 eV

---

Number 1 is which compound?
C3H8N2O2

---

Copy entry 1 word for word.
C3H8N2O2 | ωB97M-V/def2-TZVPD

Last column: Löwdin charge in e.
Geometry (Å):
C 2.9297 -0.3687 -0.4734  -0.12
C -2.8277 0.4399 0.1716  -0.10
N 0.1707 -0.2773 -0.2830  0.16
N -1.4469 0.6875 -0.1961  -0.04
C -0.3101 0.2817 0.8249  -0.54
O 1.9104 -0.8634 0.3944  -0.18
O -0.3300 0.0718 1.9999  0.11
H 1.1914 -1.4427 -0.1025  0.12
H -1.3063 0.9780 -1.1546  0.11
H 3.0461 -0.9954 -1.3567  0.08
H 2.7158 0.6569 -0.7854  0.08
H 3.8426 -0.3531 0.1204  0.08
H -3.0603 -0.6163 0.3373  0.09
H -3.0246 0.9728 1.0992  0.08
H -3.5008 0.8282 -0.5960  0.08

Forces on atoms 1 to 2 (eV/Å):
C -0.2 0.0 0.1
C -0.1 -0.4 0.3

Values from the calculation:
Kohn-Sham gap = 9.9 eV
E = -10310.9877 eV
Largest force on an atom = 4.1 eV Å⁻¹
HOMO level = -9.4 eV
Molecular weight = 104.11 g/mol
E_LUMO = 0.54 eV

---

What did the third record say?
C5H3NO | ωB97M-V/def2-TZVPD

Last column: Löwdin charge in e.
Geometry (Å):
C -0.4822 -2.3210 -0.9363  0.13
C -0.2605 -1.2059 -0.5479  -0.10
C 0.0012 0.0849 -0.0420  -0.26
C -0.4995 0.6340 1.1717  -0.08
N 0.0848 1.7774 1.4657  0.08
O 0.9395 2.0327 0.3876  -0.04
C 0.8560 1.0303 -0.5028  -0.05
H -0.6848 -3.2969 -1.2984  0.03
H -1.3299 0.2121 1.7671  0.14
H 1.3755 1.0526 -1.4647  0.15

Forces on atoms 1 to 2 (eV/Å):
C 0.1 0.4 0.1
C -0.3 -0.6 -0.4

Values from the calculation:
Kohn-Sham gap = 10.4 eV
E = -8767.5154 eV
Largest force on an atom = 1.3 eV Å⁻¹
HOMO level = -9.5 eV
Molecular weight = 93.08 g/mol
E_LUMO = 0.90 eV
SMILES = C#Cc1cnoc1